# 1
{"formula": "C6H12Br2N3", "method": "the ωB97M-V functional and the def2-TZVPD basis", "e_homo_ev": -13.1, "total_energy_ev": -150962.20852, "de_lowest_ev": 3.5826, "lumo_ha": -0.1324, "orbital_gap_ev": 9.4492, "total_charge": 1, "mol_weight_g_mol": 286.0, "symbols": ["Br", "N", "C", "C", "C", "N", "C", "C", "C", "N", "Br", "H", "H", "H", "H", "H", "H", "H", "H", "H", "H", "H", "H"], "coordinates": [[3.44, -0.73, -0.24], [1.78, 0.01, 0.35], [1.34, 1.22, -0.43], [0.07, 1.80, 0.13], [-1.07, 0.80, 0.54], [-0.26, -0.21, 1.51], [0.76, -0.93, 0.67], [-0.15, -1.67, -0.42], [-0.81, -0.69, -1.42], [-1.71, 0.22, -0.60], [-3.21, -0.70, -0.17], [1.32, 1.07, -1.58], [2.09, 2.05, -0.27], [0.22, 2.35, 1.13], [-0.33, 2.48, -0.65], [-1.90, 1.25, 1.14], [0.16, 0.31, 2.17], [-1.09, -0.84, 1.85], [1.32, -1.71, 1.09], [-1.00, -2.19, 0.04], [0.48, -2.43, -0.84], [0.00, -0.11, -1.93], [-1.47, -1.37, -2.08]]}



# 2
{"formula": "C45H36N8O2P2PbS3Se2", "method": "the ωB97M-V functional and the def2-TZVPD basis", "e_homo_ev": -7.6, "total_energy_ev": -250288.65031, "de_lowest_ev": 0.3519, "lumo_ha": -0.0333, "orbital_gap_ev": 6.7117, "total_charge": 0, "mol_weight_g_mol": 1244.1, "symbols": ["Pb", "S", "C", "S", "S", "C", "O", "C", "O", "N", "N", "H", "H", "H", "H", "H", "H", "N", "C", "C", "C", "C", "C", "C", "C", "C", "C", "C", "C", "C", "N", "C", "C", "C", "C", "N", "H", "H", "H", "H", "H", "H", "H", "H", "H", "H", "Se", "P", "C", "C", "C", "C", "C", "C", "C", "C", "C", "C", "C", "C", "C", "C", "N", "N", "N", "P", "Se", "C", "C", "C", "C", "C", "C", "C", "C", "C", "C", "C", "C", "H", "H", "H", "H", "H", "H", "H", "H", "H", "H", "H", "H", "H", "H", "H", "H", "H", "H", "H", "H"], "coordinates": [[0.06, -0.18, 0.00], [2.60, -1.33, 4.28], [1.86, -1.42, 2.73], [1.18, 0.00, 3.43], [1.82, -2.31, 1.40], [-3.50, 2.01, 3.45], [-3.74, 1.73, 2.08], [-2.72, 1.22, 1.38], [-1.61, 1.03, 1.84], [-3.13, 0.91, 0.13], [-2.18, 0.62, -0.86], [-4.41, 2.49, 3.82], [-2.65, 2.69, 3.55], [-3.30, 1.09, 4.01], [-4.02, 1.30, -0.15], [-1.88, 1.49, -1.35], [-2.52, -0.08, -1.50], [-4.29, -9.08, -3.76], [-3.82, -8.11, -3.39], [-3.24, -6.90, -2.93], [-1.90, -6.87, -2.55], [-1.36, -5.69, -2.07], [-2.14, -4.55, -1.95], [-3.47, -4.59, -2.34], [-4.03, -5.76, -2.83], [-1.55, -3.30, -1.38], [-1.83, -3.06, -0.04], [-2.65, -3.87, 0.80], [-2.66, -3.27, 2.04], [-1.84, -2.13, 1.92], [-1.36, -2.00, 0.69], [-0.84, -2.50, -2.27], [-0.68, -2.78, -3.66], [-0.04, -1.70, -4.22], [0.18, -0.80, -3.17], [-0.27, -1.27, -2.01], [-1.30, -7.76, -2.62], [-0.32, -5.66, -1.76], [-4.08, -3.70, -2.26], [-5.07, -5.79, -3.13], [-3.16, -4.77, 0.51], [-3.18, -3.59, 2.92], [-1.59, -1.41, 2.68], [-1.00, -3.67, -4.16], [0.24, -1.56, -5.24], [0.65, 0.17, -3.22], [1.85, 6.10, -3.72], [1.20, 6.01, -1.73], [2.46, 6.71, -0.60], [2.24, 7.81, 0.21], [3.29, 8.32, 0.96], [4.54, 7.74, 0.90], [4.76, 6.65, 0.07], [3.72, 6.14, -0.68], [-0.34, 6.94, -1.40], [-0.88, 7.00, -0.12], [-2.05, 7.71, 0.09], [-2.68, 8.35, -0.96], [-2.14, 8.30, -2.23], [-0.96, 7.60, -2.45], [0.77, 4.33, -1.24], [1.30, 3.05, -0.96], [0.24, 2.22, -0.93], [-0.84, 2.91, -1.18], [-0.55, 4.16, -1.38], [2.89, 2.25, -0.77], [2.86, 0.15, -1.19], [3.49, 2.56, 0.93], [3.25, 3.74, 1.63], [3.67, 3.85, 2.94], [4.31, 2.79, 3.57], [4.54, 1.61, 2.88], [4.13, 1.50, 1.56], [4.00, 2.95, -2.03], [5.34, 3.18, -1.79], [6.16, 3.52, -2.86], [5.65, 3.60, -4.14], [4.30, 3.36, -4.37], [3.47, 3.03, -3.32], [1.27, 8.29, 0.25], [3.13, 9.18, 1.60], [5.36, 8.15, 1.49], [5.74, 6.20, 0.01], [3.89, 5.32, -1.37], [-0.40, 6.48, 0.70], [-2.47, 7.76, 1.09], [-3.60, 8.89, -0.79], [-2.62, 8.80, -3.05], [-0.53, 7.55, -3.44], [2.73, 4.56, 1.15], [3.50, 4.77, 3.49], [4.62, 2.88, 4.60], [5.02, 0.78, 3.36], [4.29, 0.58, 1.01], [5.74, 3.10, -0.79], [7.21, 3.70, -2.68], [6.30, 3.82, -4.97], [3.90, 3.43, -5.37], [2.42, 2.83, -3.49]]}



# 3
{"formula": "C14H8N2O8Re", "method": "the ωB97M-V functional and the def2-TZVPD basis", "e_homo_ev": [-16.2, -17.1], "total_energy_ev": -36123.69295, "multiplicity": 4, "lumo_ha": [-0.2931, -0.3213], "orbital_gap_ev": [8.2110, 8.3378], "total_charge": 2, "mol_weight_g_mol": 518.4, "symbols": ["Re", "O", "C", "O", "C", "C", "C", "C", "C", "N", "C", "O", "O", "H", "H", "H", "H", "O", "C", "O", "C", "C", "C", "C", "C", "N", "C", "O", "O", "H", "H", "H", "H"], "coordinates": [[8.48, 8.69, 10.07], [9.03, 4.69, 11.04], [8.93, 5.97, 11.01], [8.64, 6.59, 9.95], [9.16, 6.77, 12.25], [9.32, 6.33, 13.53], [9.34, 7.31, 14.53], [9.18, 8.64, 14.24], [8.91, 9.01, 12.92], [8.98, 8.06, 12.01], [8.53, 10.36, 12.34], [8.44, 11.27, 13.07], [8.36, 10.42, 11.02], [8.78, 4.17, 10.23], [9.48, 5.28, 13.82], [9.53, 6.99, 15.56], [9.10, 9.39, 15.03], [4.68, 7.69, 8.70], [5.87, 8.18, 8.88], [6.33, 8.30, 10.04], [6.68, 8.46, 7.67], [6.29, 8.26, 6.38], [7.32, 8.34, 5.40], [8.61, 8.66, 5.82], [8.90, 8.85, 7.15], [7.94, 8.69, 8.00], [10.26, 9.08, 7.84], [11.20, 9.32, 7.20], [10.17, 9.05, 9.20], [4.22, 7.57, 9.57], [5.28, 7.98, 6.19], [7.07, 8.10, 4.42], [9.46, 8.67, 5.11]]}



# 4
{"formula": "C40H38BrClMnN2O6PSSe", "method": "the ωB97M-V functional and the def2-TZVPD basis", "e_homo_ev": [-4.9, -5.0], "total_energy_ev": -256716.15447, "multiplicity": 6, "lumo_ha": [0.0529, 0.0440], "orbital_gap_ev": [6.3148, 6.2340], "total_charge": -1, "mol_weight_g_mol": 955.0, "symbols": ["Mn", "Br", "C", "C", "C", "C", "O", "C", "C", "N", "C", "C", "C", "C", "C", "C", "C", "C", "N", "C", "C", "H", "H", "H", "H", "H", "H", "H", "H", "H", "H", "Cl", "C", "C", "C", "C", "C", "C", "P", "C", "C", "C", "C", "C", "C", "C", "C", "C", "C", "C", "C", "H", "H", "H", "H", "H", "H", "H", "H", "H", "H", "H", "H", "H", "H", "O", "Se", "O", "O", "O", "C", "C", "C", "S", "O", "C", "C", "C", "H", "H", "H", "H", "H", "H", "H", "H", "H", "H", "H", "H", "H", "H"], "coordinates": [[-1.59, -0.49, 1.39], [-1.68, 5.76, 5.28], [-1.88, 4.23, 4.15], [-3.02, 4.15, 3.35], [-3.15, 3.09, 2.49], [-2.16, 2.07, 2.44], [-2.29, 1.11, 1.61], [-1.04, 2.13, 3.33], [-0.11, 1.07, 3.40], [-0.14, 0.00, 2.64], [0.83, -1.00, 2.75], [2.07, -0.86, 3.36], [2.98, -1.89, 3.31], [2.65, -3.08, 2.68], [1.41, -3.29, 2.08], [1.23, -4.63, 1.55], [0.13, -5.22, 1.10], [-1.10, -3.11, 0.46], [-0.75, -2.15, 1.48], [0.47, -2.22, 2.08], [-0.92, 3.26, 4.17], [-3.79, 4.91, 3.41], [-4.01, 2.95, 1.86], [0.64, 1.14, 4.19], [2.35, 0.08, 3.81], [3.96, -1.78, 3.76], [3.38, -3.87, 2.64], [2.13, -5.23, 1.60], [0.17, -6.25, 0.79], [-2.13, -2.85, 0.15], [-0.07, 3.35, 4.82], [-2.36, -0.33, -1.84], [-1.11, -0.56, -3.03], [-1.39, -0.43, -4.38], [-0.38, -0.63, -5.31], [0.90, -0.91, -4.89], [1.18, -1.04, -3.54], [0.17, -0.88, -2.59], [0.35, -1.11, -0.77], [2.18, -1.23, -0.63], [2.89, -2.42, -0.76], [4.27, -2.42, -0.67], [4.96, -1.24, -0.44], [4.26, -0.06, -0.27], [2.88, -0.06, -0.36], [-0.22, -2.86, -0.72], [-0.11, -3.72, -1.79], [-0.81, -4.90, -2.03], [-1.83, -5.51, -1.26], [-2.09, -5.35, 0.06], [-1.21, -4.56, 0.97], [-2.40, -0.18, -4.69], [-0.61, -0.56, -6.37], [1.69, -1.05, -5.61], [2.19, -1.27, -3.21], [2.36, -3.35, -0.92], [4.81, -3.35, -0.80], [6.04, -1.25, -0.39], [4.80, 0.86, -0.07], [2.33, 0.86, -0.24], [0.55, -3.41, -2.59], [-0.62, -5.36, -3.00], [-2.46, -6.21, -1.81], [-2.94, -5.84, 0.50], [-1.68, -4.50, 1.96], [-5.78, -1.08, 0.42], [-4.57, -0.17, 0.92], [-4.38, 1.11, -0.03], [-3.16, -1.15, 0.80], [-4.70, 0.19, 2.47], [2.89, 4.83, -0.10], [1.65, 4.12, -0.65], [0.85, 3.44, 0.44], [-0.30, 2.12, -0.23], [0.47, 1.55, -1.36], [-1.58, 3.21, -0.98], [-1.40, 3.34, -2.48], [-2.19, 4.51, -3.05], [3.45, 5.28, -0.91], [3.53, 4.12, 0.41], [2.60, 5.61, 0.60], [1.96, 3.36, -1.37], [1.03, 4.84, -1.18], [0.24, 4.12, 1.02], [1.51, 2.89, 1.11], [-1.52, 4.18, -0.48], [-2.53, 2.74, -0.73], [-1.73, 2.41, -2.96], [-0.34, 3.46, -2.72], [-3.25, 4.41, -2.79], [-2.10, 4.54, -4.13], [-1.83, 5.45, -2.64]]}